Formula: C4H8O2
Source: OMol25
Level of theory: wB97M-V/def2-TZVPD

Structure (XYZ):
```
14
Properties=species:S:1:pos:R:3:lowdin_charge:R:1
C 0.2552 -0.7322 0.1596 -0.12
H -0.4438 0.8480 -1.2058 0.14
C 1.7222 -0.4143 -0.2301 -0.25
H 0.1502 -0.8479 1.2456 0.12
H 2.0801 -1.1449 -0.9600 0.11
C -0.7122 0.3433 -0.2785 -0.31
H -0.0473 -1.6857 -0.2912 0.12
O -1.1862 1.2278 0.7371 -0.05
H -2.4330 -0.4980 0.8060 0.11
C -2.1064 0.3146 0.1547 -0.12
H 1.7406 1.5405 -0.2197 0.10
H -2.8912 0.7593 -0.4578 0.11
O 1.9016 0.8404 -0.8652 -0.08
H 2.3684 -0.4974 0.6536 0.11
```

HOMO: -10.254 eV
spin multiplicity: 1
ΔE to the lowest compared entry with this formula, charge and spin: 222.0 kJ/mol
LUMO energy: 1.01 eV
gap between HOMO and LUMO: 11.27 eV
SMILES: OCC[C@H]1CO1

---

Formula: C6H13ClN4O2
Source: OMol25
Level of theory: wB97M-V/def2-TZVPD

Structure (XYZ):
```
26
Properties=species:S:1:pos:R:3:lowdin_charge:R:1
H 0.5405 -1.4026 -1.3768 0.01
C 1.8296 -1.3702 1.8457 -0.12
C 2.2843 -0.2054 -0.1728 -0.74
C -1.2780 0.9143 -1.8512 -0.28
N 2.4168 -1.4377 0.5039 -0.03
H 0.6247 0.2952 2.3953 0.12
H 2.3662 -1.9968 2.7011 0.16
H -0.0973 1.0780 0.0235 0.09
H -0.6054 1.6699 -2.3991 0.13
H -1.4144 -0.0286 -2.5244 0.13
H -1.1795 -0.1870 0.0120 0.09
N 0.5540 -0.4256 -1.2896 0.03
C -2.6520 1.5341 -1.4170 -0.10
O 2.3757 -3.5776 0.6603 0.08
Cl 3.4024 0.2472 -1.3813 0.75
C -0.5382 0.3475 -0.6620 -0.34
O 2.3762 -2.7504 -1.3183 0.07
H -3.0442 1.7631 -2.3788 0.05
H 2.5921 1.6459 0.7131 0.16
H 0.8514 -1.8903 1.9659 0.12
H -3.2279 0.8627 -0.8727 0.03
H -2.3057 2.4039 -0.7662 0.10
N 2.0109 0.7565 0.8520 -0.05
C 1.7259 0.1514 2.1403 -0.16
N 2.3968 -2.6572 -0.1071 -0.41
H 2.4005 0.4149 3.0012 0.13
```

HOMO (spin up / spin down): -8.255 / -8.257 eV
spin multiplicity: 1
ΔE to the lowest compared entry with this formula, charge and spin: 190.8 kJ/mol
LUMO energy (spin up / spin down): 0.38 / 0.38 eV
gap between HOMO and LUMO (spin up / spin down): 8.64 / 8.64 eV

---

Formula: C3H7MnO3
Source: OMol25
Level of theory: wB97M-V/def2-TZVPD

Structure (XYZ):
```
14
Properties=species:S:1:pos:R:3:lowdin_charge:R:1
H -1.1745 0.8887 1.4096 0.13
O -0.0707 0.1269 -2.9109 -0.47
O -1.7390 -1.3049 -0.1101 -0.37
C -0.3431 0.2509 1.0738 -0.18
H 1.9166 0.0774 -0.5034 0.08
H 1.7468 1.7922 0.0477 0.09
C 1.3295 0.9993 -0.5824 -0.07
Mn -1.3136 -0.1458 -1.5212 0.99
H -1.2559 -1.4860 1.9012 0.12
H 1.1407 0.7341 -2.0114 0.16
H 0.0632 -1.8426 0.7743 0.12
C -0.8223 -1.1906 0.9261 -0.35
H 0.5296 0.3459 1.7343 0.13
O -0.0073 0.7544 -0.2277 -0.38
```

HOMO (spin up / spin down): -8.809 / -9.604 eV
spin multiplicity: 7
LUMO energy (spin up / spin down): 0.28 / -1.76 eV
gap between HOMO and LUMO (spin up / spin down): 9.09 / 7.84 eV

---

Formula: C13H37Cl3O16P4
Source: OMol25
Level of theory: wB97M-V/def2-TZVPD

Structure (XYZ):
```
73
Properties=species:S:1:pos:R:3:lowdin_charge:R:1
H 2.2231 -1.1142 2.4858 0.10
H -7.9600 -4.4019 1.2927 0.10
O -6.6641 -2.9330 -2.2656 -0.25
H 0.7743 -0.5841 5.2119 0.09
O 0.4165 1.8493 -3.4194 -0.22
O 2.6180 1.6215 -2.0253 -0.29
H 3.0403 -0.9322 -1.9212 0.05
H -7.4402 -4.6884 -3.0225 0.09
H 2.9588 3.5223 -2.7659 0.10
H -5.9370 -4.8892 -2.0023 0.09
O -6.2080 -0.8815 -0.6135 -0.25
H 2.0483 3.6377 0.8420 0.11
O 2.8941 1.7371 -0.1445 -0.43
H 3.9767 2.9751 -1.3885 0.05
O -1.3490 2.8379 2.6303 -0.18
H 2.9334 2.3900 1.8084 0.07
H 5.3969 2.9271 -0.9415 0.06
H -1.2518 0.8620 -2.7727 0.09
C 4.9015 -1.6940 0.4786 -0.03
O 4.1662 -0.5239 -0.1024 -0.26
H 5.0301 -1.8016 1.5556 0.09
O 1.1400 2.9240 2.6368 -0.19
O 5.4001 1.6507 0.6616 -0.19
C 2.9770 2.9760 -1.8229 -0.12
O -0.2383 0.7579 1.6604 -0.38
H 5.8883 -1.6395 0.0190 0.09
C -3.5467 -2.1222 -1.9618 -0.33
C 6.0429 2.1587 -0.5168 -0.08
C -0.0030 -0.1521 4.5816 -0.11
H 2.4974 -2.2037 -3.0826 0.09
C 2.2427 -1.2686 -2.5838 -0.13
H 1.7694 0.4479 3.1657 0.06
H -1.2445 -0.1826 0.4583 0.04
H 6.2509 1.4133 -1.2844 0.10
O 1.6570 -0.2867 -3.5319 -0.19
H -0.2396 -0.8723 3.7983 0.02
C -6.5068 -4.2467 -2.6736 -0.17
H -3.0434 -2.8292 -2.6214 0.08
C 1.9620 2.7520 1.4715 -0.14
H -8.2136 -4.0297 -0.4333 0.07
C -7.8669 -3.6364 0.5224 -0.10
H -0.4834 4.7614 3.1196 0.09
H -2.1703 4.5496 3.5364 0.09
O 3.5490 0.5019 2.0821 -0.21
H -4.0926 -1.5928 -2.7427 0.10
O 2.7002 1.8089 -4.7201 -0.29
Cl -0.6170 -2.1882 1.6526 0.58
C 2.2589 -0.0373 2.3212 -0.16
O -4.3657 -2.7876 -1.0381 -0.22
P -0.1049 1.8220 2.6673 0.58
P 1.9341 1.2702 -3.4938 0.51
H -2.8396 -1.4563 -1.4672 -0.12
Cl 0.9606 -0.4939 -0.2622 0.82
H -5.8997 -4.2634 -3.5787 0.08
H 0.0716 0.7403 -1.6724 -0.03
O -6.4753 -3.4072 0.3205 -0.25
C -1.2324 4.0153 3.3850 -0.13
H -1.0098 3.7114 4.4078 0.08
H -0.7391 2.3465 -1.8626 0.10
P -5.9321 -2.3385 -0.8437 0.59
C -0.4190 1.4304 -2.3589 -0.13
C -0.6550 -1.0651 0.2098 -1.22
Cl -1.4681 -2.0245 -1.0411 0.79
P 3.9184 0.9455 0.5665 0.56
H -8.5006 -2.7532 0.6032 0.09
H 1.7063 1.9201 0.8152 0.04
H 2.3418 3.4779 -1.0929 0.09
H 7.0072 2.5980 -0.2614 0.10
H 1.6590 0.2247 1.4497 -0.06
O 0.1430 1.2284 4.2058 -0.24
H 1.5774 -1.7398 -1.8603 -0.01
H 4.4834 -2.6745 0.2508 0.08
H -0.7995 -0.0572 5.3196 0.09
```

HOMO: -9.399 eV
spin multiplicity: 1
ΔE to the lowest compared entry with this formula, charge and spin: 1190.9 kJ/mol
LUMO energy: 0.36 eV
gap between HOMO and LUMO: 9.76 eV

---

Question: Among the records above, which one has the highest spin multiplicity?
Answer: C3H7MnO3

---

Question: Number 1 is which compound?
Answer: C4H8O2

---

Question: Look up the spin multiplicity of the fourth one.
Answer: 1